Arrangement a

2 unconnected molecules or ions with the total composition C2H5OS. Source: the OMol25 dataset; level of theory: the ωB97M-V functional and the def2-TZVPD basis.

orbital gap	0.2570	Ha
total charge	-1

CARTESIAN COORDINATES (ANGSTROEM)
H 1.47 -1.93 -0.58
S -0.06 0.00 -0.65
C 1.55 -0.86 -0.77
O -1.39 1.18 2.10
H -2.31 0.07 0.67
H 2.31 -0.43 -0.11
C -1.72 0.95 0.95
H 1.92 -0.74 -1.79
H -1.77 1.76 0.19

***

Arrangement b

2 unconnected molecules or ions with the total composition C2H5OS. Source: the OMol25 dataset; level of theory: the ωB97M-V functional and the def2-TZVPD basis.

orbital gap	0.2492	Ha
total charge	-1

CARTESIAN COORDINATES (ANGSTROEM)
H 0.37 1.49 -0.18
C 1.14 0.75 0.10
H 1.42 -1.37 0.41
H 0.07 -0.79 -0.74
H -3.16 -0.10 0.12
C 0.65 -0.64 0.18
S -2.58 0.04 -1.09
O 2.26 1.17 0.29
H -0.18 -0.55 0.90

***

Most stable: arrangement b. Least stable: arrangement a.

***

Arrangement a

A molecular structure, C29H19F5GeN4O2STc. Source: the OMol25 dataset; level of theory: the ωB97M-V functional and the def2-TZVPD basis.

orbital gap	0.2496	Ha
total charge	+1

CARTESIAN COORDINATES (ANGSTROEM)
S -1.83 0.70 0.18
C 1.33 0.27 -2.36
H -2.15 -6.25 -3.25
C -1.76 -5.71 -2.40
H 1.80 -1.80 0.06
C -1.28 -2.79 2.58
C -3.30 -1.62 3.24
C 3.79 -5.22 3.26
H 2.76 -2.26 2.02
C -1.92 5.05 1.52
F -4.18 2.52 0.32
N 1.05 0.05 4.56
H -3.66 -4.90 -1.84
C -1.04 -3.11 3.92
N 0.08 -1.35 -0.97
C -1.93 -2.69 4.91
C 3.83 -3.88 2.89
F 0.40 4.95 1.90
C 2.72 -3.31 2.28
C 0.71 -1.79 0.18
C -3.05 -1.94 4.57
H -0.17 -3.68 4.20
H -2.64 -1.79 1.22
F -1.95 6.31 1.90
O 1.89 0.69 -3.31
O 1.12 1.03 -1.22
H 2.64 -7.03 3.30
C 2.66 -5.99 3.01
H -2.79 -3.71 0.13
H -1.74 -2.94 5.94
H 4.71 -3.28 3.09
C 0.78 -1.12 -2.26
C 1.56 -5.42 2.39
H -0.88 -1.68 -1.08
C -2.42 -2.04 2.25
C 1.30 -0.71 5.61
C -0.74 3.06 1.11
C -2.10 -4.27 -0.50
C -0.40 -5.79 -2.09
F -4.23 5.09 1.10
C 0.11 -5.11 -0.99
C -3.08 4.42 1.11
H 0.07 -1.28 -3.07
C -0.74 -4.34 -0.19
C -0.72 4.36 1.52
C -3.05 3.10 0.71
H 1.16 -5.20 -0.75
Ge -0.01 -3.32 1.26
Tc 0.33 0.27 0.34
C -1.87 2.39 0.70
H 0.69 -6.03 2.20
C -2.61 -4.95 -1.61
H 4.65 -5.66 3.74
H 1.59 -1.84 -2.36
H 0.25 -6.40 -2.70
H -4.18 -1.05 2.97
N 1.51 -1.34 6.56
N 0.71 -0.14 2.18
F 0.46 2.37 1.10
C 0.89 -0.07 3.36
H -3.73 -1.61 5.34
C 1.58 -4.07 2.01

***

Arrangement b

A molecular structure, C29H19F5GeN4O2STc. Source: the OMol25 dataset; level of theory: the ωB97M-V functional and the def2-TZVPD basis.

orbital gap	0.2662	Ha
total charge	+1

CARTESIAN COORDINATES (ANGSTROEM)
F -5.33 0.30 -3.56
N 0.33 -5.23 -3.67
O 1.69 -4.07 2.43
C -2.12 2.59 1.05
H 4.06 4.39 0.49
C 2.89 -3.14 0.60
C 4.45 1.14 1.37
C 4.78 2.46 1.08
H -3.64 4.89 -0.92
H 1.70 3.68 0.37
C 3.79 3.36 0.72
C 2.47 2.96 0.65
O 0.47 -3.24 0.74
N 2.52 -2.44 -0.67
C -2.29 -0.80 -2.03
H -1.98 -0.81 1.51
H 0.60 -0.42 5.71
S 0.38 -0.10 -2.30
H -1.44 -1.81 5.62
Tc 0.46 -2.11 -0.78
H 2.87 -0.28 1.59
C 0.38 -0.32 -0.56
H -2.72 -2.00 3.52
C 0.47 0.18 3.65
H 1.37 0.78 3.70
C -1.76 3.94 -1.35
F -3.55 1.95 -4.75
C -3.14 1.05 -3.87
C 3.13 0.74 1.31
C -1.40 -0.71 2.42
H 3.04 -1.57 -0.76
C -3.63 -0.73 -2.33
H 5.22 0.45 1.68
C 1.65 -3.55 1.37
C -3.07 3.50 0.62
C 0.29 -4.20 -3.04
F -4.51 -1.52 -1.74
Ge 0.30 1.05 0.91
F -1.93 -1.71 -1.07
C -0.81 3.03 -0.92
H -3.95 3.70 1.22
C 2.12 1.64 0.94
N 0.29 -3.19 -2.40
H 2.78 -3.01 -1.47
N -0.75 -6.82 -5.22
C -0.25 0.07 2.46
H 0.08 2.88 -1.52
C -1.35 0.03 -2.61
F -0.93 1.78 -4.12
C -1.83 -1.39 3.55
C -0.98 2.34 0.29
H -2.28 2.07 1.99
H 3.48 -4.02 0.40
H 5.81 2.78 1.13
C -1.80 0.96 -3.54
H -1.61 4.47 -2.28
C -0.26 -6.06 -4.50
H 3.48 -2.47 1.23
C -1.11 -1.28 4.73
C -2.90 4.17 -0.59
C -4.05 0.21 -3.26
C 0.04 -0.50 4.78

***

Most stable: arrangement a. Least stable: arrangement b.

***

Arrangement a

2 unconnected molecules or ions with the total composition CH3ClIN. Source: the OMol25 dataset; level of theory: the ωB97M-V functional and the def2-TZVPD basis.

orbital gap (alpha / beta)	0.3244 / 0.2525	Ha

CARTESIAN COORDINATES (ANGSTROEM)
H -0.88 -0.25 0.41
C -0.12 0.07 -0.31
N -0.47 -0.12 -1.66
I -2.80 1.87 -2.28
Cl -1.18 -1.57 -2.01
H 0.11 1.12 -0.18
H 0.78 -0.52 -0.11

***

Arrangement b

A molecular structure, CH3ClIN. Source: the OMol25 dataset; level of theory: the ωB97M-V functional and the def2-TZVPD basis.

orbital gap	0.2914	Ha

CARTESIAN COORDINATES (ANGSTROEM)
H 1.20 -0.21 0.18
N 0.34 -0.69 -0.29
Cl -3.35 2.46 -0.01
C -2.48 1.05 0.19
I -3.83 -0.58 0.13
H -0.27 -1.02 0.41
H 0.81 -1.45 -0.79

***

Arrangement c

CH3ClIN in the gas phase. Source: the OMol25 dataset; level of theory: the ωB97M-V functional and the def2-TZVPD basis.

SMILES	N[C@H](Cl)I
orbital gap	0.3347	Ha

CARTESIAN COORDINATES (ANGSTROEM)
H 0.16 0.09 1.35
Cl 0.26 1.89 0.00
C 0.18 0.17 0.32
I 2.41 -0.70 0.10
N -0.94 -0.28 -0.31
H -1.12 0.10 -1.29
H -0.95 -1.27 -0.17

***

Most stable: arrangement c. Least stable: arrangement b.

***

Arrangement a

2 unconnected molecules or ions with the total composition C2H2ClN. Source: the OMol25 dataset; level of theory: the ωB97M-V functional and the def2-TZVPD basis.

orbital gap (alpha / beta)	0.3019 / 0.3019	Ha

CARTESIAN COORDINATES (ANGSTROEM)
N 0.81 -0.29 0.42
H -0.12 1.50 -0.47
C 0.43 0.66 -0.07
H -1.49 -1.76 -0.06
Cl -1.47 -1.38 -2.32
C -1.15 -2.30 -0.99

***

Arrangement b

C2H2ClN in the gas phase. Source: the OMol25 dataset; level of theory: the ωB97M-V functional and the def2-TZVPD basis.

orbital gap (alpha / beta)	0.3039 / 0.3037	Ha

CARTESIAN COORDINATES (ANGSTROEM)
Cl 2.05 0.18 -0.01
N -2.02 0.36 0.00
H 0.50 -1.63 -0.01
C -0.74 0.30 0.01
C 0.55 -0.56 0.03
H -0.35 1.34 -0.03

***

Most stable: arrangement b. Least stable: arrangement a.

***

Arrangement a

2 unconnected molecules or ions with the total composition C4H13NO3. Source: the OMol25 dataset; level of theory: the ωB97M-V functional and the def2-TZVPD basis.

expectation value of S²	0.755
orbital gap (alpha / beta)	0.4316 / 0.2357	Ha
total charge	+1
multiplicity	2

CARTESIAN COORDINATES (ANGSTROEM)
H 0.90 1.65 -1.50
H 0.24 -0.23 2.80
O -0.69 0.02 2.90
H 0.12 0.58 0.62
H 2.05 -0.98 0.93
H 1.01 0.05 -2.31
H -1.21 -0.05 -1.88
H 2.63 -0.45 -0.88
O 1.73 -1.74 0.44
N -1.24 0.05 -0.87
C 0.40 -1.52 -0.04
C 1.06 0.59 -1.32
H -0.89 -0.06 3.86
O 2.40 0.48 -0.96
H 0.29 -2.13 -0.94
C 0.09 -0.05 -0.27
H -0.29 -1.96 0.68
H -2.57 0.97 0.51
H -2.73 1.54 -1.12
H -1.34 2.06 -0.24
C -1.97 1.20 -0.41

***

Arrangement b

3 unconnected molecules or ions with the total composition C4H13NO3. Source: the OMol25 dataset; level of theory: the ωB97M-V functional and the def2-TZVPD basis.

expectation value of S²	0.755
orbital gap (alpha / beta)	0.3766 / 0.1825	Ha
total charge	+1
multiplicity	2

CARTESIAN COORDINATES (ANGSTROEM)
O 0.32 -2.70 -0.11
H 0.77 -3.54 -0.26
H -0.56 -0.36 0.05
C -0.09 0.09 -2.68
H -1.51 1.13 -1.55
H -0.21 0.50 -3.69
H -0.04 2.01 -1.84
H -0.46 2.44 0.62
O 1.09 -1.39 2.14
N -0.77 0.95 2.01
H 1.08 0.08 -0.32
C 0.08 0.48 -0.22
H -0.74 1.31 2.97
C 0.02 1.50 0.96
H 0.74 -1.93 1.40
O 0.37 -1.01 -2.55
H 0.41 -0.76 2.36
H -1.72 0.64 1.76
H 1.00 1.72 1.36
H 0.62 -2.18 -0.88
C -0.42 1.03 -1.54

***

Most stable: arrangement b. Least stable: arrangement a.

***

Arrangement a

A molecular structure, C8H6O3. Source: the OMol25 dataset; level of theory: the ωB97M-V functional and the def2-TZVPD basis.

orbital gap (alpha / beta)	0.2701 / 0.2777	Ha

CARTESIAN COORDINATES (ANGSTROEM)
C 1.67 0.33 1.11
H 3.26 1.67 0.66
H -1.91 -2.66 -0.33
C -1.49 0.65 -1.17
H 1.66 2.44 0.69
C -1.35 -0.66 -0.74
C -0.54 1.59 -0.74
O -0.28 -0.79 0.05
C 2.29 1.70 1.16
H -2.00 -2.21 -2.04
C -2.17 -1.86 -1.02
O -2.15 2.88 -2.19
C -1.60 2.03 -1.59
H -3.23 -1.63 -0.92
O 2.13 -0.65 1.67
H 2.47 1.97 2.20
C 0.48 0.21 0.33

***

Arrangement b

2 unconnected molecules or ions with the total composition C8H6O3. Source: the OMol25 dataset; level of theory: the ωB97M-V functional and the def2-TZVPD basis.

orbital gap	0.3145	Ha

CARTESIAN COORDINATES (ANGSTROEM)
C -0.36 -0.50 0.08
O -2.01 1.16 0.32
H 3.16 -1.51 -0.62
C -2.73 -0.01 0.10
H -2.18 -1.80 -0.65
H 1.12 -2.05 -0.30
C 2.04 -0.06 0.06
C -0.66 0.95 0.28
C -1.71 -1.08 0.17
H 2.38 2.11 -0.43
C 0.97 -0.91 -0.01
O -3.90 -0.17 -0.10
O 3.32 -0.58 0.31
H 0.41 3.00 -0.35
C 0.37 1.82 0.00
C 1.71 1.30 0.01
H -1.91 -1.68 1.15

***

Most stable: arrangement b. Least stable: arrangement a.

***

Arrangement a

C4H11N3S in the gas phase. Source: the OMol25 dataset; level of theory: the ωB97M-V functional and the def2-TZVPD basis.

SMILES	NCC(CN)C(N)=S
orbital gap	0.3241	Ha

CARTESIAN COORDINATES (ANGSTROEM)
H 0.81 1.75 -1.13
H 0.37 -0.69 -2.05
C 0.32 -0.62 0.15
H -1.11 -2.45 -1.18
H -2.16 -1.28 -0.80
H 0.66 -1.64 0.32
H 1.98 0.36 1.15
N 1.09 1.69 -0.16
H -1.62 1.09 2.27
C 1.50 0.31 0.18
H -0.72 0.47 -1.41
S -1.62 -1.58 1.92
H -0.28 1.70 1.18
C -0.72 -0.33 1.29
N -1.41 -1.50 -1.46
H 2.23 -0.03 -0.55
H 1.89 2.32 -0.06
C -0.36 -0.53 -1.26
N -0.85 0.94 1.62

***

Arrangement b

2 unconnected molecules or ions with the total composition C4H11N3S. Source: the OMol25 dataset; level of theory: the ωB97M-V functional and the def2-TZVPD basis.

orbital gap	0.3457	Ha

CARTESIAN COORDINATES (ANGSTROEM)
H 0.03 -1.38 -0.35
C -1.84 0.34 -0.25
C 0.57 -0.46 -0.13
C 2.08 -0.45 -0.71
C 0.66 -0.34 1.49
H 1.88 -0.80 1.65
H -2.13 2.11 0.75
H 2.55 -1.46 -0.20
N -2.60 1.26 0.32
H 1.17 2.39 -1.40
S 0.35 2.19 -0.14
H 2.75 0.40 -0.44
H 0.56 0.91 1.83
H -3.27 -1.04 -0.41
H -0.31 -1.20 2.19
N -0.41 0.55 -0.64
H -1.77 -1.58 -1.18
H 1.93 -0.42 -1.79
N -2.20 -1.01 -0.54

***

Most stable: arrangement a. Least stable: arrangement b.

***

Arrangement a

2 unconnected molecules or ions with the total composition C9H10N2. Source: the OMol25 dataset; level of theory: the ωB97M-V functional and the def2-TZVPD basis.

orbital gap (alpha / beta)	0.2731 / 0.2686	Ha

CARTESIAN COORDINATES (ANGSTROEM)
C -0.53 -0.25 -0.11
C -1.38 -0.69 0.98
C 2.89 0.05 -0.95
C 1.56 0.16 -1.25
H -1.92 2.03 0.48
H 3.71 0.31 -1.59
H 3.89 -0.67 0.90
C 2.98 -0.46 0.37
H -0.11 2.28 0.62
C -2.57 -1.01 0.42
N 0.84 -0.26 -0.16
C -0.96 2.01 0.01
C -2.43 -0.78 -0.99
H 1.36 -1.01 1.76
H -3.46 -1.37 0.90
H -0.91 2.25 -1.03
N -1.24 -0.35 -1.31
C 1.71 -0.63 0.83
H -3.18 -0.91 -1.75
H 1.05 0.49 -2.13
H -1.09 -0.72 2.01

***

Arrangement b

A molecular structure, C9H10N2. Source: the OMol25 dataset; level of theory: the ωB97M-V functional and the def2-TZVPD basis.

orbital gap	0.3352	Ha

CARTESIAN COORDINATES (ANGSTROEM)
C -0.57 1.71 -0.19
N -3.30 -0.95 -0.57
H 2.24 1.95 -0.58
H -2.63 1.73 0.74
H 4.08 0.34 -0.23
H 1.46 -2.80 -0.02
C 1.39 -1.55 0.19
H -1.68 0.67 1.64
C 2.75 -1.19 0.01
H -1.02 2.19 -1.18
C 1.96 1.02 -0.36
H -2.84 -2.12 -0.30
C 0.26 -0.69 -0.21
C 0.58 0.64 -0.35
H -3.87 -1.00 0.61
C -1.98 -0.44 -0.05
H -0.41 2.71 0.47
C -1.79 0.97 0.39
N -1.06 -1.28 -0.25
C 3.02 0.18 -0.12
H 3.41 -2.08 0.37

***

Arrangement c

2 unconnected molecules or ions with the total composition C9H10N2. Source: the OMol25 dataset; level of theory: the ωB97M-V functional and the def2-TZVPD basis.

orbital gap (alpha / beta)	0.2600 / 0.2246	Ha

CARTESIAN COORDINATES (ANGSTROEM)
C 2.44 -1.43 1.05
H -0.40 1.12 -3.80
H 2.11 -1.45 2.01
C 0.02 0.83 -2.85
C -2.15 -1.05 0.93
N 2.47 0.80 -0.27
H -2.49 -1.86 1.60
C -0.66 0.38 -1.85
H 1.71 -2.07 0.60
H -0.45 2.70 1.51
H -1.39 -2.12 -1.11
H -2.17 0.57 2.34
H 3.36 -1.76 0.71
H -0.05 2.55 -0.20
C -1.48 -1.25 -0.31
C -1.04 0.93 0.48
C 2.37 -0.16 0.35
H 1.08 0.89 -2.59
C -1.77 0.22 1.44
C -0.55 2.15 0.63
N -0.96 0.00 -0.66

***

Most stable: arrangement a. Least stable: arrangement c.

***

Arrangement a

C5H9FN2 in the gas phase. Source: the OMol25 dataset; level of theory: the ωB97M-V functional and the def2-TZVPD basis.

SMILES	CC/C(F)=C\C=N\N
orbital gap	0.3124	Ha

CARTESIAN COORDINATES (ANGSTROEM)
H 0.33 0.87 0.90
C 1.27 0.62 0.52
H -3.26 0.72 1.04
H 2.60 1.52 -1.15
N -2.98 0.24 -0.03
N -1.64 0.09 0.03
H 2.05 0.43 1.39
C 0.09 -1.61 -0.37
H 1.66 2.61 0.09
H -2.07 -1.82 -0.58
F 2.39 -1.58 0.11
H 0.43 -2.77 -0.40
C 1.18 -0.89 0.10
H -3.28 -0.76 0.30
C 1.71 1.75 -0.51
H 0.78 1.76 -1.18
C -1.27 -1.19 -0.26

***

Arrangement b

C5H9FN2 in the gas phase. Source: the OMol25 dataset; level of theory: the ωB97M-V functional and the def2-TZVPD basis.

orbital gap (alpha / beta)	0.2698 / 0.2698	Ha

CARTESIAN COORDINATES (ANGSTROEM)
H -0.96 0.09 2.09
N 1.43 0.00 -0.03
N 0.65 0.00 1.00
C -3.03 -0.02 0.22
H 3.09 0.88 0.83
C 2.45 1.02 -0.09
H 2.02 2.00 -0.16
H -3.44 -1.00 0.11
H -3.25 0.45 1.27
F 0.86 -2.05 -1.01
C -1.56 -0.26 0.11
H 2.94 0.76 -1.12
H 2.43 -0.85 -1.69
C -0.63 -0.19 1.09
H -3.30 0.64 -0.67
C 1.55 -0.89 -1.04
H -1.24 -0.58 -0.93

***

Most stable: arrangement a. Least stable: arrangement b.

***

Arrangement a

2 unconnected molecules or ions with the total composition CH9N2O. Source: the OMol25 dataset; level of theory: the ωB97M-V functional and the def2-TZVPD basis.

orbital gap	0.4453	Ha
total charge	+1

CARTESIAN COORDINATES (ANGSTROEM)
H 0.52 -0.91 -0.28
H -0.10 1.71 -0.46
H 0.76 -0.90 2.77
H -0.84 -0.49 3.05
C -0.14 -0.29 -0.91
N -0.52 0.93 -0.05
O 0.89 0.20 -1.93
H -1.58 0.99 -0.10
N -0.11 -0.63 2.36
H -0.51 -1.56 2.25
H -0.32 0.78 1.00
H 1.23 -0.58 -2.42
H -1.07 -0.98 -1.07

***

Arrangement b

2 unconnected molecules or ions with the total composition CH9N2O. Source: the OMol25 dataset; level of theory: the ωB97M-V functional and the def2-TZVPD basis.

orbital gap	0.4147	Ha
total charge	+1

CARTESIAN COORDINATES (ANGSTROEM)
N -0.23 1.13 -0.09
H -0.36 -1.73 1.56
H 0.22 1.97 0.05
H -1.15 1.35 -0.54
H 1.73 -0.08 -2.59
O 1.06 -0.71 -2.24
H -1.82 -0.92 1.52
H 0.85 0.25 1.54
H 0.29 0.48 -0.73
H -0.62 1.21 2.00
C -0.18 0.41 1.45
H 0.70 -1.17 -3.06
N -0.81 -0.87 1.45

***

Most stable: arrangement b. Least stable: arrangement a.

***

Arrangement a

8 unconnected molecules or ions with the total composition H14NO10. Source: the OMol25 dataset; level of theory: the ωB97M-V functional and the def2-TZVPD basis.

orbital gap	0.3455	Ha
total charge	-1

CARTESIAN COORDINATES (ANGSTROEM)
H 36.39 0.02 33.22
H 40.50 -0.26 35.80
H 39.94 1.86 30.91
O 37.72 -0.43 31.86
O 40.51 1.85 30.15
O 38.95 1.54 34.03
N 38.31 2.24 33.22
H 37.88 0.35 31.87
H 36.23 2.66 30.52
H 36.68 3.45 31.72
H 39.81 1.78 29.49
O 36.36 1.72 35.48
O 35.78 0.09 34.02
O 35.93 3.20 31.24
H 38.01 6.10 34.21
O 38.41 1.97 32.07
H 35.13 0.63 33.60
O 38.48 5.63 34.78
O 40.21 -0.40 34.88
H 37.29 1.59 35.20
H 38.36 4.96 34.26
H 39.53 0.25 34.62
O 37.90 3.33 33.51
H 35.96 0.96 35.11
H 37.10 -0.48 31.12

***

Arrangement b

8 unconnected molecules or ions with the total composition H14NO10. Source: the OMol25 dataset; level of theory: the ωB97M-V functional and the def2-TZVPD basis.

orbital gap	0.3687	Ha
total charge	-1

CARTESIAN COORDINATES (ANGSTROEM)
H 0.95 1.06 0.74
N -1.11 -0.51 0.19
O 0.05 -0.48 -0.28
H -1.22 3.28 -0.34
H 2.93 0.06 1.25
H 1.74 -2.93 0.24
O -1.92 3.14 0.32
O 1.26 1.88 1.13
H 0.20 -2.58 0.02
H 2.46 -0.37 -0.19
O 0.65 -1.68 -2.86
H 0.49 -1.17 -2.07
H -2.08 2.21 0.31
H 0.79 -2.54 -2.48
H -1.73 0.55 -3.49
H -1.74 0.15 -2.02
O -1.98 -1.27 -0.39
O -1.47 0.81 -2.63
O 2.86 -0.68 0.63
H -0.87 1.07 2.45
H -0.15 0.08 3.30
O -1.58 0.45 0.83
H 1.02 1.76 2.05
O 0.87 -3.27 -0.01
O -0.43 0.99 3.30

***

Most stable: arrangement b. Least stable: arrangement a.